1.
The following is a DFT calculation (ωB97M-V/def2-TZVPD) of C5H6AuO4 as an isolated structure.

XYZ file:
```
16
Properties=species:S:1:pos:R:3
O -0.18182 1.31845 1.27738
C -1.25937 1.96108 0.99792
C -2.52390 1.38817 0.70196
O -2.75204 0.14006 0.65185
Au -1.26436 -0.96674 1.12231
H -1.22213 3.04396 1.15611
H -3.37160 2.08626 0.67183
C 1.52043 -1.35276 -2.51448
C 1.45016 -1.25884 -1.19119
O 0.71605 -0.24271 -0.60880
C 0.52064 -0.23609 0.73486
O 1.68350 -0.40616 1.38469
H 1.03345 -0.62749 -3.16751
H 1.89923 -1.98344 -0.51215
H 2.21232 -2.06799 -2.95774
H 1.53945 -0.79575 2.25294
```

Output
**HOMO level (alpha / beta)**: -17.217 / -18.840 eV
**E**: -629.80091 Eh
**Total charge**: +2
**Max |F|**: 5.03 eV/Å
**2S+1**: 4
**LUMO (alpha / beta)**: -8.648 / -12.993 eV
**<S²>**: 3.766

Atomic partial charges in e from the Löwdin method, atoms 1 to 8:
1 O -0.017
2 C -0.083
3 C -0.131
4 O -0.122
5 Au 1.243
6 H 0.170
7 H 0.170
8 C 0.318

2.
The following is a DFT calculation (ωB97M-V/def2-TZVPD) of a 2-piece molecular cluster, C3H10N2O3 overall.

XYZ file:
```
18
Properties=species:S:1:pos:R:3
N -0.45837 1.53788 0.88198
C 0.31848 0.39860 1.37086
C 0.93015 -0.33733 0.17011
N 1.66843 -1.45621 0.53015
O 1.38532 0.38715 -0.77940
H -0.80343 2.10172 1.64914
H 0.13350 2.11767 0.29437
H 1.14699 0.68501 2.03462
H -0.34257 -0.27514 1.92154
H 1.29209 -2.07649 1.22814
H 2.20391 -1.87269 -0.21740
O -0.52559 0.23432 -2.30056
C -1.25829 -0.51305 -1.48339
O -2.23946 0.10402 -0.74697
H 0.44110 0.41923 -1.78044
H -1.68591 -1.39959 -1.96440
H -0.39699 -0.86514 -0.60027
H -1.80935 0.81002 -0.20808
```

Output
**HOMO level**: -9.396 eV
**E**: -455.49819 Eh
**Total charge**: 0
**Structure (SMILES)**: NCC(N)=O.OCO
**Energy relative to the best compared isomer or geometry (same formula, charge and spin)**: 1.9981 eV
**Max |F|**: 2.92 eV/Å
**LUMO**: 0.433 eV

Atomic partial charges in e from the Löwdin method, atoms 1 to 8:
1 N 0.008
2 C -0.176
3 C -0.523
4 N 0.147
5 O -0.030
6 H 0.093
7 H 0.096
8 H 0.126

3.
The following is a DFT calculation (ωB97M-V/def2-TZVPD) of one molecule with the formula C20H31N5O4.

XYZ file:
```
60
Properties=species:S:1:pos:R:3
C 0.10989 4.29591 -0.85506
C 1.29573 3.38190 -1.15391
C 0.89307 1.91064 -1.15092
C 2.48619 3.69780 -0.21253
N 2.80071 2.70401 0.78882
N 1.90073 2.46584 1.83600
C 2.27575 1.24190 2.38247
C 1.63263 0.78313 3.65405
C 1.91279 -0.69657 3.85267
O 2.86360 -1.10127 4.49889
N 1.09200 -1.52383 3.18676
C -0.05225 -1.35598 2.28970
C -0.02228 -2.89379 2.05843
C 0.27424 -3.35093 0.63899
N -0.92044 -3.50148 -0.18753
C -1.52875 -4.81875 -0.16542
C -1.38278 -2.43340 -0.88197
O -0.85060 -1.33262 -0.75972
C -2.59520 -2.66758 -1.76697
C -3.11853 -1.53846 -2.65332
O -3.83697 -1.82600 -3.59483
N -2.81425 -0.27750 -2.29117
C -3.25615 0.83983 -3.06845
C -2.79554 2.19546 -2.65264
C -2.28069 1.58120 -3.93410
C 1.19185 -2.96421 3.02119
C 3.20403 0.64553 1.61698
C 3.53069 1.55599 0.52222
O 4.25207 1.41473 -0.44988
H -0.29789 4.08813 0.13900
H 0.40380 5.34698 -0.88572
H -0.69010 4.15311 -1.58304
H 1.64123 3.62285 -2.16335
H 0.50184 1.60776 -0.17690
H 0.11064 1.74064 -1.89317
H 1.73507 1.26493 -1.40119
H 3.40469 3.78583 -0.79042
H 2.32463 4.65146 0.29618
H 1.86998 3.23772 2.49453
H 2.05676 1.31200 4.50883
H 0.56059 0.98835 3.61083
H -0.94857 -0.97558 2.78417
H 0.15751 -0.76495 1.39891
H -0.90171 -3.40663 2.44777
H 0.95364 -2.64724 0.15660
H 0.76261 -4.32792 0.66618
H -2.44963 -4.84467 -0.73613
H -0.84348 -5.56019 -0.58229
H -1.76229 -5.10791 0.86187
H -2.41393 -3.50741 -2.43736
H -3.44115 -2.95928 -1.13790
H -2.05149 -0.17336 -1.63297
H -4.26419 0.71899 -3.43604
H -3.49588 3.01624 -2.71433
H -2.10964 2.24615 -1.81673
H -1.26018 1.22168 -3.93451
H -2.63232 1.97921 -4.87518
H 2.13092 -3.28375 2.56129
H 1.04598 -3.52643 3.94406
H 3.64103 -0.32821 1.75832
```

Output
**HOMO level**: -8.592 eV
**E**: -1355.42944 Eh
**Total charge**: 0
**Structure (SMILES)**: CC(C)Cn1[nH]c(CC(=O)N2CC(CN(C)C(=O)CC(=O)NC3CC3)C2)cc1=O
**Energy relative to the best compared isomer or geometry (same formula, charge and spin)**: 1.5118 eV
**Max |F|**: 0.28 eV/Å
**LUMO**: 0.368 eV

Atomic partial charges in e from the Löwdin method, atoms 1 to 8:
1 C -0.082
2 C -0.380
3 C -0.059
4 C -0.105
5 N -0.062
6 N 0.095
7 C -0.246
8 C -0.024

4.
The following is a DFT calculation (ωB97M-V/def2-TZVPD) of C28H40Br2O5SeSiV as an isolated structure.

XYZ file:
```
78
Properties=species:S:1:pos:R:3
V 3.19229 1.54659 0.03192
C -3.12981 3.62842 0.95100
O -2.14621 4.56866 0.53245
C -0.82117 4.43801 0.52692
C -0.19506 5.73415 0.47088
C 1.03313 5.72891 -0.16514
C 1.79569 4.57022 0.02297
C 3.14363 4.47473 -0.49945
C 4.09807 5.62468 -0.61594
O 3.68123 3.37739 -0.87212
C 1.21541 3.32823 0.55167
O 1.98696 2.47735 1.21997
C -0.17415 3.17815 0.51479
H -4.02346 4.18197 1.24544
H -2.80164 3.08971 1.87659
H -3.43322 3.01460 0.09857
H -0.68220 6.60543 0.89327
H 1.56375 6.59160 -0.62661
H 4.47838 5.74746 -1.66806
H 5.02994 5.28107 -0.13016
H 3.72060 6.58656 -0.18423
H -0.70708 2.24534 0.63242
Br 9.57709 2.03434 -3.08864
C 8.83675 1.91647 -1.35459
C 9.66706 1.88546 -0.24147
C 9.04965 2.04769 1.01188
C 7.68848 1.87600 1.11219
C 6.85766 1.50602 0.03335
C 7.48331 1.68088 -1.28028
C 5.42776 1.07280 0.16655
O 4.63151 1.54299 1.16810
O 4.86060 0.36379 -0.71666
H 10.73327 1.70543 -0.38636
H 9.65228 2.35728 1.86771
H 7.18018 1.93229 2.09948
H 6.90831 1.68094 -2.19697
Se 2.36920 -0.56850 -0.02776
C -4.69455 -3.62713 1.87388
C -3.39972 -2.77657 1.69290
C -2.29428 -3.44488 2.51128
C -3.52091 -1.38988 2.38382
Si -2.77655 -2.42143 -0.10258
Br -1.20471 -0.69564 -0.29932
C -1.63113 -3.95392 -0.66768
C -1.22607 -3.62655 -2.13783
C -2.26595 -5.36721 -0.64245
C -0.24680 -3.93585 0.05489
C -4.34697 -2.00549 -1.24885
C -3.86340 -1.39912 -2.59597
C -5.40994 -3.14777 -1.50526
C -4.99950 -0.74184 -0.60701
H -4.72865 -3.94937 2.91830
H -4.72625 -4.54271 1.29622
H -5.63870 -3.10083 1.71852
H -2.62025 -3.47886 3.54299
H -1.32888 -2.92879 2.45724
H -2.18558 -4.47172 2.24644
H -4.37129 -1.33828 3.04297
H -3.55625 -0.54111 1.70822
H -2.62010 -1.23351 2.98739
H -2.03437 -3.67106 -2.82987
H -0.51713 -4.41709 -2.43053
H -0.69938 -2.66484 -2.25217
H -3.01875 -5.37128 -1.42395
H -2.81285 -5.64145 0.23386
H -1.53795 -6.16614 -0.89462
H -0.09488 -3.06352 0.69766
H 0.56958 -3.89319 -0.64273
H -0.12882 -4.79601 0.68861
H -3.69364 -2.11873 -3.41686
H -2.92159 -0.89231 -2.46743
H -4.54797 -0.66018 -2.93546
H -5.12654 -4.10913 -1.14101
H -5.65783 -3.22387 -2.58248
H -6.37344 -2.96829 -1.01817
H -4.22545 -0.00851 -0.29268
H -5.53220 -1.00791 0.33854
H -5.73850 -0.26119 -1.23250
```

Output
**HOMO level (alpha / beta)**: -11.222 / -11.222 eV
**E**: -10249.78213 Eh
**Total charge**: +1
**Max |F|**: 3.60 eV/Å
**LUMO (alpha / beta)**: -5.760 / -5.776 eV

Atomic partial charges in e from the Löwdin method, atoms 1 to 8:
1 V 0.802
2 C -0.035
3 O -0.068
4 C -0.234
5 C 0.036
6 C 0.008
7 C -0.108
8 C -0.310